{"formula": "C55H80N12O3", "method": "ωB97M-V/def2-TZVPD", "species": ["C", "H", "C", "C", "C", "O", "H", "N", "H", "H", "H", "C", "C", "H", "N", "H", "H", "O", "C", "H", "H", "C", "H", "H", "H", "H", "H", "C", "C", "C", "H", "C", "N", "H", "C", "H", "H", "C", "H", "C", "N", "C", "N", "H", "H", "H", "H", "C", "H", "H", "C", "H", "H", "H", "C", "C", "H", "C", "H", "C", "H", "H", "H", "H", "H", "C", "H", "C", "H", "C", "H", "C", "H", "C", "H", "C", "H", "H", "H", "N", "H", "C", "C", "N", "H", "H", "H", "H", "H", "H", "C", "C", "H", "C", "C", "C", "C", "H", "H", "H", "H", "H", "H", "C", "H", "C", "H", "C", "C", "H", "H", "O", "H", "N", "C", "H", "H", "N", "C", "C", "C", "H", "C", "C", "C", "H", "H", "H", "N", "H", "C", "H", "H", "H", "C", "H", "H", "C", "C", "C", "H", "C", "H", "H", "N", "H", "H", "C", "C", "N"], "xyz": [[0.4733, 3.5752, 2.1021], [7.8537, -0.2609, 0.3053], [2.9622, 0.6335, 3.9983], [2.0350, -6.4441, 2.2029], [-3.6592, -3.7896, 1.6188], [0.8829, 0.9175, -0.3513], [4.3984, 1.9282, -4.1651], [-4.4450, 2.3505, -5.3920], [-1.5132, 5.0081, -4.4248], [2.3049, 0.3448, -2.6187], [-4.1833, 3.7632, -3.9036], [-3.1750, -2.9112, 4.0052], [-1.5285, 4.0692, -1.8828], [6.3735, 0.6938, 3.7545], [0.8385, -0.0349, -8.8031], [1.1128, 6.1711, -3.2837], [-1.8582, -2.8920, 2.3238], [-0.9979, 0.8638, -1.5818], [2.1650, -3.9188, 2.7096], [-2.6713, -2.0479, 4.4474], [4.6915, 0.3252, -3.5860], [-0.6068, -4.6459, -1.3098], [-1.8647, 0.5414, -7.3607], [3.4581, 0.0295, 3.2381], [2.2710, -0.4474, 0.4119], [4.1284, -0.0538, 5.6267], [-5.2340, 4.2105, 2.6742], [-3.6710, 1.8396, -3.1550], [1.5983, 4.7563, 3.8300], [-4.9533, 2.4816, 3.9546], [-4.7454, -3.6943, 1.6893], [0.0090, -3.2597, -1.3605], [2.6754, -6.0780, -0.3181], [2.5980, 0.7062, 6.0747], [0.0575, 6.1980, -3.5608], [-0.1670, -0.0912, -3.9823], [2.5059, 0.3410, -4.3052], [7.3047, 0.1329, 3.7177], [-1.0133, 2.0865, -7.5410], [-0.9142, 1.0521, -7.2013], [-2.7218, -3.1820, -3.7570], [0.1776, -0.6207, 1.2596], [-6.8994, -1.5795, 0.2378], [-3.2673, -1.7813, 2.2162], [-0.0192, 6.8799, -4.4092], [1.0098, -5.4444, 3.8192], [-0.3969, 3.0938, 1.6703], [2.6494, 0.9836, -3.4336], [-3.2666, 3.6795, 1.3342], [-4.4820, 0.8648, -6.7378], [4.5925, 1.8365, -1.9981], [0.4327, -2.9740, -0.3974], [8.1925, 1.2501, 2.0905], [0.4536, -1.6706, 1.3648], [-6.1643, -1.8648, -0.8450], [-2.0673, -3.9959, -3.2799], [-2.2871, 0.4458, 3.7684], [-3.4550, 3.0917, 2.2291], [-0.5495, -5.4198, -3.3322], [-0.5065, 4.8518, -4.0369], [2.9934, -2.1312, 5.1370], [-3.3295, -3.7893, 0.5806], [2.2323, -1.5715, 6.6354], [1.3627, -7.3026, 2.1255], [-7.0666, -0.3621, 1.8647], [-3.7849, 0.1008, -4.8014], [1.8909, 0.5580, 3.7472], [-0.5442, 1.0903, -5.7138], [-1.3402, -4.6513, -0.4975], [-5.1221, -0.1839, 0.9603], [3.5702, 4.4940, 1.2166], [-2.9306, -2.7799, 2.4933], [2.8736, -3.9955, 1.8862], [-4.6582, 3.3285, 2.9137], [-4.2242, -2.8060, 4.2857], [-4.1422, 2.7060, -4.1456], [1.6217, 3.3684, 0.2688], [2.9321, -6.6929, 2.7714], [-2.9865, -0.1604, -2.8198], [0.0754, -1.7329, 4.3903], [-4.3176, -1.7735, -1.9417], [-4.3822, -0.4640, -0.1763], [8.0233, 0.2096, 2.3878], [-2.6350, 2.0993, 2.5019], [-3.4002, 2.2631, -2.2002], [0.1184, -5.4070, -1.0205], [-4.7675, 0.5457, 1.6788], [-5.8424, 2.6000, 4.5630], [0.3675, 1.6919, -5.6608], [-0.4749, 6.5986, -2.6979], [-3.5030, 0.5027, -3.4997], [-4.8660, -1.3953, -1.0924], [-3.4579, 0.0588, -0.3989], [1.0859, -1.5582, 4.9080], [-2.6099, -4.1174, 4.6106], [-0.5631, 3.7667, -2.9574], [2.3781, -1.3400, 5.5819], [7.1629, -0.9340, 3.9322], [-4.2663, 0.8482, 5.1670], [0.3711, -5.1672, 2.3342], [-1.9493, -5.9132, -2.4678], [-0.7514, 2.8175, -3.4551], [2.1294, 1.9315, -3.5367], [-0.3664, -0.2738, -5.0410], [-0.4004, 3.9380, 4.0101], [4.0852, 3.1932, -1.7102], [7.4125, -1.5949, 1.3559], [-4.2816, 1.0527, -5.6890], [3.0667, 0.0029, 5.3793], [2.7214, -3.7344, 3.6268], [-3.5002, -4.8257, 1.9462], [-0.8041, -0.3652, 0.2672], [0.8010, -3.1657, -2.1086], [3.6733, 4.2375, -1.4796], [0.0849, 0.4529, -8.0854], [-0.1811, -0.2708, 2.2253], [7.9082, 0.4381, 4.5746], [4.7928, 0.0251, 1.0272], [7.3367, -0.5092, 1.2319], [4.1706, 1.2499, -3.3382], [-2.8999, 1.3150, 3.5521], [-1.3418, 1.6604, -5.2354], [-0.3613, 0.4926, -0.6493], [5.9032, -0.2463, 1.1168], [-4.0269, 1.5035, 4.3409], [4.1772, 1.1638, -1.2451], [1.6501, 5.2225, 4.8053], [-3.6814, -0.9328, -5.1011], [-2.1559, -5.0476, 5.1044], [5.6727, 1.9287, -1.8776], [2.6661, 4.4513, 1.8084], [0.3887, 3.6597, -2.4287], [-0.7152, -2.4854, -1.6265], [0.1425, 4.4778, -4.8298], [1.5708, 3.7735, 1.2690], [3.1198, 1.7061, 3.9136], [1.7354, 0.8038, 1.4856], [0.4798, 4.0615, 3.3913], [-6.3707, -0.7147, 1.1097], [2.3862, -6.2424, 0.7824], [0.4698, -0.8762, -5.4008], [-1.2879, -5.0573, -2.6124], [1.4397, -3.1215, 2.5748], [-6.6249, -2.5540, -1.5420], [-2.2659, 4.2550, -1.0200], [-1.2597, -0.8916, -5.1184], [9.0409, -0.1849, 2.4376], [1.3892, 0.1208, 0.7047], [1.3604, -5.2268, 2.8063], [2.6847, 4.8901, 3.0730]], "lumo_ev": 0.012, "e_homo_ev": -9.3, "orbital_gap_ev": 9.30, "largest_force_ha_per_bohr": 0.0430}